A molecular structure, C41H95HgN4O9S4 in a non-equilibrium geometry. Source: the Open Molecules 2025 dataset; level of theory: ωB97M-V/def2-TZVPD.

XYZ file:
```
154
Properties=species:S:1:pos:R:3:forces:R:3
Hg 2.2841 1.2983 -3.4219 -1.51 -0.09 2.12
C 0.3702 0.2797 -0.5585 -0.46 -0.50 -0.76
O 1.0781 0.7842 -1.6273 0.78 0.44 -0.61
H 0.9462 -0.3710 0.1217 0.20 0.41 0.30
H -0.1424 1.0993 -0.0390 0.20 -0.09 0.43
H -0.4487 -0.3992 -0.8812 -0.04 0.04 -0.10
C -3.9236 3.6179 -0.7426 0.30 -0.02 -1.12
C -5.2019 2.8675 -0.4062 0.37 -0.26 0.58
N -4.9585 2.0804 0.8042 0.12 -0.59 0.11
C -6.2064 1.6162 1.4236 0.23 0.40 0.38
C -5.9987 0.9920 2.8026 0.39 0.44 -0.11
C -4.0537 0.9669 0.5657 -0.10 -0.98 0.47
C -4.5048 -0.1204 -0.4296 1.21 0.16 0.22
H -3.2440 2.9639 -1.3040 0.07 -0.09 0.27
H -3.3829 3.9773 0.1297 -0.26 0.02 0.17
H -4.0611 4.4494 -1.4386 -0.31 0.10 0.21
H -6.0418 3.5270 -0.1901 0.09 0.14 -0.10
H -5.4948 2.1991 -1.2306 -0.12 0.29 -0.12
H -6.7624 2.5418 1.5742 -0.47 -0.24 -0.25
H -6.7408 0.8940 0.7941 -0.30 0.33 -0.16
H -5.7545 -0.0672 2.7334 0.07 0.01 0.20
H -5.1914 1.5535 3.2832 0.09 -0.29 0.08
H -6.8676 1.1248 3.4444 -0.18 -0.17 -0.18
H -3.9219 0.4138 1.5035 -0.07 0.37 0.16
H -3.0318 1.2692 0.3159 -0.20 0.41 -0.22
H -5.4525 -0.5811 -0.1680 -0.22 0.20 -0.31
H -3.7435 -0.9027 -0.3191 -0.18 -0.11 -0.14
H -4.4110 0.2367 -1.4557 -0.62 -0.15 -0.03
C -0.3530 4.4493 -0.6561 0.35 -1.20 -0.82
C 0.5586 5.3405 0.1552 -0.98 0.79 -0.51
N -0.2103 6.5416 0.5177 0.31 0.65 0.95
C 0.6201 7.4362 1.3624 -0.12 -1.30 -0.64
C 0.5723 7.0394 2.8260 0.81 1.00 0.43
C -0.7950 7.3168 -0.5676 -0.58 -0.37 -0.25
C 0.1737 7.8585 -1.6318 -1.00 -0.35 0.15
H -0.7106 4.8987 -1.5844 0.00 0.30 0.16
H -1.2264 4.1046 -0.1040 0.03 0.22 0.15
H 0.1594 3.5435 -1.0222 0.12 0.04 0.31
H 0.8913 4.8218 1.0594 -0.04 0.17 0.06
H 1.4622 5.6255 -0.3935 -0.01 -0.19 -0.11
H 1.6472 7.3868 0.9706 0.17 0.02 0.31
H 0.3283 8.4721 1.1982 -0.31 0.00 0.31
H 0.8969 6.0348 3.0960 0.00 -0.14 -0.51
H 1.3176 7.6952 3.2947 -0.23 -0.08 0.37
H -0.3892 7.2300 3.3000 -0.11 0.03 -0.17
H -1.4334 8.0756 -0.1065 0.52 0.39 0.07
H -1.5781 6.7384 -1.0705 0.33 -0.33 -0.09
H -0.4531 8.2517 -2.4344 0.25 0.19 -0.10
H 0.7178 7.0049 -2.0369 0.32 0.21 -0.07
H 0.8352 8.6399 -1.2694 0.17 -0.07 0.01
C -3.9564 -7.1955 -1.3027 -0.22 -0.51 -0.59
C -3.3901 -5.8703 -0.8307 0.12 0.54 -0.74
N -2.0469 -5.6606 -1.3763 1.39 -0.61 0.72
C -1.0781 -6.4963 -0.6672 0.18 0.01 0.19
C 0.3380 -6.3902 -1.2468 -0.47 -0.14 0.96
C -1.6105 -4.2647 -1.3939 -1.93 1.02 0.39
C -1.8036 -3.4680 -0.0759 0.11 -0.97 -0.13
H -3.5856 -7.4361 -2.3027 0.12 0.26 0.01
H -5.0399 -7.1574 -1.4225 -0.03 0.01 0.35
H -3.7011 -8.0686 -0.7025 -0.04 0.20 0.31
H -3.9883 -5.0479 -1.2376 -0.18 -0.12 0.03
H -3.4380 -5.7622 0.2609 0.08 -0.19 0.05
H -1.0741 -6.2710 0.4195 0.19 0.26 -0.11
H -1.3673 -7.5511 -0.6634 -0.26 0.12 -0.50
H 0.3166 -6.4362 -2.3324 0.13 -0.18 -0.03
H 0.8387 -5.4767 -0.9177 -0.01 0.07 -0.17
H 0.8757 -7.2132 -0.7747 0.36 -0.05 -0.53
H -2.3552 -3.8274 -2.0741 0.43 0.31 -0.23
H -0.6140 -4.0471 -1.7676 0.02 -0.68 -0.41
H -2.7147 -3.8517 0.3800 -0.13 0.50 0.17
H -1.9024 -2.4077 -0.3054 0.08 0.05 0.20
H -1.0100 -3.6479 0.6526 0.11 0.21 -0.06
C 2.0073 -6.0902 1.7522 0.53 0.26 -0.16
C 1.5395 -4.6539 1.9496 0.18 -0.35 0.56
N 2.6204 -3.7827 2.4030 -0.13 0.45 -1.44
C 2.2503 -2.3828 2.2244 1.24 0.08 1.01
C 3.4707 -1.4752 2.1015 -0.41 1.11 -0.41
C 3.2468 -4.0998 3.6854 -0.01 -0.27 -0.64
C 2.2721 -4.2440 4.8411 0.55 -0.16 0.40
H 1.2394 -6.7867 1.4258 -0.29 0.12 0.36
H 2.4946 -6.4394 2.6616 -0.15 -0.31 -0.04
H 2.7521 -6.1086 0.9506 0.14 0.04 0.13
H 1.1940 -4.2719 0.9876 -0.16 0.11 0.08
H 0.7203 -4.6018 2.6822 -0.32 -0.17 -0.30
H 1.6480 -2.2314 1.3303 -0.27 -0.29 0.11
H 1.7266 -2.0177 3.1214 -0.56 0.08 -0.28
H 3.0983 -0.4574 1.9069 -0.05 -0.08 0.11
H 4.0446 -1.3719 3.0206 0.19 -0.32 -0.09
H 4.1052 -1.6842 1.2381 0.15 -0.44 0.21
H 3.9720 -3.3121 3.8840 -0.02 0.01 0.12
H 3.8437 -4.9912 3.4915 -0.03 -0.16 0.41
H 2.7856 -4.4926 5.7736 0.20 0.26 -0.07
H 1.5851 -5.0815 4.7184 -0.32 0.32 -0.27
H 1.7901 -3.2758 4.9772 -0.48 -0.28 0.17
C -1.1684 2.3810 2.3418 -0.47 -0.75 0.11
C -0.8309 0.9933 2.9409 -0.39 0.79 0.23
C 0.6410 1.0522 3.3235 -0.46 0.71 -0.73
S 0.8744 2.7669 3.9228 -0.53 0.00 0.40
O 1.9853 3.3626 3.2150 0.18 -0.06 -0.22
O 0.8562 2.7952 5.3641 0.11 -0.13 -0.26
C -0.6993 3.4493 3.2926 0.85 0.67 0.29
H -2.2412 2.3812 2.1493 0.02 0.44 -0.14
H -0.6217 2.4780 1.4004 -0.16 0.17 -0.04
H -1.0509 0.2556 2.1705 0.10 -0.33 0.26
H -1.4749 0.8615 3.8128 0.04 -0.34 -0.03
H 1.1562 1.0093 2.3607 0.53 -0.17 0.32
H 0.9950 0.3383 4.0574 0.11 0.03 0.05
H -0.4939 4.4162 2.8299 0.27 -0.23 -0.34
H -1.2776 3.7485 4.1672 -0.36 -0.81 0.04
C -1.4886 -1.3898 -3.9994 -0.02 0.61 1.55
C -2.5542 -0.5089 -3.2778 0.18 -0.35 -0.42
C -2.1769 0.9473 -3.4500 0.44 1.04 0.28
S -1.1210 1.0541 -4.9007 -0.79 -1.75 -0.74
O 0.2379 1.4053 -4.4927 0.46 0.57 -0.16
O -1.7283 1.7471 -5.9976 0.21 0.62 0.30
C -1.1057 -0.7234 -5.2970 0.53 -0.04 -0.42
H -1.8658 -2.4050 -3.9174 0.24 -0.20 -0.97
H -0.6145 -1.3656 -3.3475 0.12 -0.04 0.03
H -2.5320 -0.7683 -2.2225 -0.17 0.01 -0.03
H -3.5486 -0.7196 -3.6687 -0.04 0.06 -0.03
H -1.5926 1.3146 -2.6021 0.18 -0.07 -0.11
H -2.9580 1.6851 -3.6329 -0.28 -0.30 -0.01
H -0.0801 -0.8438 -5.6527 0.10 -0.43 0.42
H -1.7051 -0.9821 -6.1682 -0.53 0.50 0.19
C 4.1698 -3.8997 -2.7173 -1.33 -1.35 1.09
C 3.6853 -3.2406 -1.3923 0.47 0.54 -0.50
C 2.3888 -2.4716 -1.6206 0.41 1.55 -0.60
S 2.1432 -2.3379 -3.4323 1.61 -0.96 2.02
O 2.0621 -0.9256 -3.8264 -0.14 -0.61 -0.85
O 1.1212 -3.2897 -3.7581 -0.20 0.48 -0.88
C 3.7848 -3.0307 -3.8935 0.20 0.88 0.08
H 3.6254 -4.8478 -2.6590 0.25 -0.15 -0.85
H 5.2307 -4.1114 -2.6296 0.06 0.05 -0.35
H 4.4384 -2.5025 -1.1072 -0.01 -0.15 0.32
H 3.5865 -3.9839 -0.6056 0.08 0.03 0.06
H 2.5668 -1.4263 -1.3509 -0.34 0.00 0.20
H 1.4694 -2.7781 -1.1293 -0.03 -0.41 -0.24
H 4.5877 -2.2879 -3.9509 -0.61 0.64 -0.02
H 3.6814 -3.3904 -4.9152 -0.11 -0.71 0.23
C 4.6245 2.1081 1.3503 -0.24 0.11 0.83
C 5.7943 2.0171 0.3556 0.01 0.14 1.05
C 5.5425 3.0922 -0.7079 0.50 -0.66 0.21
S 3.7398 3.3307 -0.7224 1.82 0.13 0.39
O 3.1989 2.8916 -2.0097 -0.35 -0.03 -1.15
O 3.6001 4.6967 -0.3122 -0.94 -0.25 -0.17
C 3.3299 2.1240 0.5438 0.53 0.15 -0.12
H 4.6723 2.9904 1.9963 0.09 0.35 -0.48
H 4.6447 1.3349 2.1211 -0.11 -0.42 -0.46
H 5.9084 0.9874 0.0172 -0.15 0.09 -0.43
H 6.6846 2.2486 0.9406 0.22 -0.01 -0.34
H 5.9832 2.9226 -1.6887 -0.43 -0.36 -0.13
H 6.0131 4.0098 -0.3626 -0.53 0.27 0.08
H 3.1926 1.1745 0.0250 -0.31 0.06 -0.10
H 2.4446 2.4431 1.0875 -0.02 0.09 -0.01
```
Forces are in eV/Å.

Its net charge is +1. The gap between HOMO and LUMO is 4.45 eV. As for the HOMO energy: -0.3577 Ha. The value obtained for the molar mass is 1117.09 u.

Atomic partial charges in e from the Löwdin method, atoms 1 to 8:
1. Hg 1.312
2. C -0.286
3. O -0.465
4. H 0.051
5. H 0.052
6. H 0.058
7. C -0.084
8. C -0.239